{"formula": "C20H22N2O5S", "method": "ωB97M-V/def2-TZVPD", "gap_ev": 7.7, "relative_energy_kcal_mol": 79.22, "lumo_ev": -0.7250, "elements": ["C", "C", "O", "C", "O", "C", "C", "S", "C", "C", "C", "C", "C", "C", "O", "C", "C", "C", "C", "C", "N", "O", "O", "C", "C", "C", "C", "N", "H", "H", "H", "H", "H", "H", "H", "H", "H", "H", "H", "H", "H", "H", "H", "H", "H", "H", "H", "H", "H", "H"], "xyz": [[-2.28280, -3.78218, -0.81149], [-1.68969, -3.40254, 0.53620], [-0.70038, -2.36662, 0.40151], [0.51672, -2.74888, 0.04054], [0.85555, -3.88335, -0.17308], [1.47594, -1.56656, -0.02456], [1.95978, -1.24721, 1.41833], [3.77229, -1.17637, 1.38150], [3.79498, -1.26690, -0.48224], [3.98750, 0.12448, -1.10795], [2.97917, 1.14299, -0.66840], [1.82430, 1.36898, -1.40253], [0.85607, 2.25881, -0.96798], [1.04178, 2.95297, 0.22080], [0.14886, 3.84073, 0.76269], [-1.11502, 3.96631, 0.16211], [-1.93690, 2.70131, 0.20562], [-1.69260, 1.74294, 1.18496], [-2.44192, 0.58570, 1.23584], [-3.44901, 0.39060, 0.29871], [-4.23979, -0.80771, 0.34690], [-4.10927, -1.53139, 1.31366], [-4.98951, -1.03011, -0.58029], [-3.70717, 1.33841, -0.68560], [-2.94887, 2.48995, -0.72724], [2.21478, 2.75747, 0.94725], [3.16929, 1.86592, 0.50504], [2.59130, -1.91639, -0.87071], [-2.70652, -2.90997, -1.30376], [-1.51661, -4.21130, -1.45260], [-3.06997, -4.51481, -0.66137], [-2.45048, -2.98616, 1.19908], [-1.22185, -4.27431, 1.00310], [0.95109, -0.69374, -0.42393], [1.67830, -2.02997, 2.12325], [1.56850, -0.29106, 1.76147], [4.65878, -1.88024, -0.74821], [3.93956, -0.00678, -2.19092], [4.98956, 0.46257, -0.83823], [1.66909, 0.83340, -2.32826], [-0.03390, 2.39306, -1.56304], [-1.02775, 4.32863, -0.87199], [-1.62148, 4.74265, 0.74821], [-0.90954, 1.91171, 1.90803], [-2.25861, -0.16917, 1.98412], [-4.49649, 1.15736, -1.39906], [-3.14052, 3.23281, -1.48726], [2.35373, 3.31575, 1.85967], [4.06830, 1.71835, 1.08361], [2.69142, -2.93016, -0.86148]], "forces_ev_per_angstrom": [[0.3, 0.2, 0.2], [-0.3, -0.5, 0.1], [-0.2, 0.3, 0.1], [0.4, 0.3, -0.2], [-0.1, -0.2, 0.0], [-0.3, 0.0, 0.1], [0.2, 0.1, 0.2], [0.0, -0.3, -0.2], [0.5, 0.3, 0.4], [0.0, -0.2, 0.1], [0.0, 0.0, -0.2], [0.2, 0.1, 0.1], [-0.3, 0.2, 0.0], [0.2, -0.1, 0.0], [0.2, -0.1, 0.1], [-0.2, 0.2, -0.1], [0.0, -0.1, 0.0], [-0.1, 0.1, -0.1], [-0.2, -0.2, -0.1], [0.7, 1.1, -0.1], [-0.3, -0.5, 0.0], [-0.1, -0.1, 0.2], [-0.2, -0.1, -0.2], [-0.2, -0.3, 0.1], [0.2, 0.0, 0.2], [-0.2, 0.1, 0.0], [-0.1, 0.1, 0.0], [-0.2, -0.5, -0.4], [-0.1, 0.1, 0.0], [0.0, -0.1, -0.1], [-0.1, -0.1, 0.0], [0.2, -0.1, -0.1], [-0.1, 0.1, 0.0], [0.0, -0.2, 0.2], [-0.1, 0.1, 0.0], [-0.1, 0.0, 0.0], [-0.1, 0.0, 0.0], [0.1, 0.0, 0.0], [0.0, 0.0, -0.1], [0.0, -0.1, -0.1], [-0.1, 0.0, 0.0], [0.0, -0.1, 0.1], [0.1, -0.1, -0.2], [0.1, 0.0, 0.0], [0.0, 0.0, 0.0], [0.0, 0.0, 0.0], [0.0, 0.1, -0.1], [0.0, 0.1, 0.1], [0.1, 0.0, 0.0], [0.0, 0.2, 0.0]]}

{"formula": "C12H14IrN7O4Se", "method": "ωB97M-V/def2-TZVPD", "total_charge": 1, "gap_ev": [7.9, 6.2], "relative_energy_kcal_mol": 36.78, "spin_multiplicity": 2, "lumo_ev": [-4.2293, -6.0569], "s2": 0.759, "elements": ["Ir", "N", "C", "C", "O", "N", "C", "C", "O", "O", "H", "H", "H", "H", "H", "H", "C", "N", "C", "C", "N", "C", "C", "Se", "H", "H", "H", "H", "H", "H", "H", "H", "O", "N", "C", "C", "N", "C", "N"], "xyz": [[-0.97437, -0.17932, -0.77370], [1.13793, -0.38641, -0.86542], [1.55750, -1.69229, -0.28928], [0.51638, -2.72103, -0.63833], [0.74605, -3.86130, -0.92946], [-0.76382, -2.14545, -0.61363], [-1.78048, -2.86840, -1.23397], [-1.82852, -2.10769, -2.72389], [-2.12123, -2.75518, -3.66980], [-1.53596, -0.85297, -2.59456], [1.44997, -0.28626, -1.83023], [1.58435, 0.35609, -0.34114], [1.55839, -1.58767, 0.79729], [2.54455, -2.00061, -0.62361], [-2.77944, -2.66847, -0.84632], [-1.56676, -3.91819, -1.39824], [1.75097, 3.16649, -0.33467], [2.10701, 2.31712, 0.80380], [3.35667, 2.25093, 1.37365], [3.27296, 1.38845, 2.41364], [1.97521, 0.93941, 2.46369], [1.44888, 0.01054, 3.46394], [1.26011, 1.50950, 1.47579], [-0.59647, 1.37179, 1.18630], [2.43178, 4.01228, -0.35513], [0.72885, 3.51298, -0.21327], [1.83520, 2.61002, -1.26725], [4.18651, 2.82575, 1.00264], [4.01715, 1.06712, 3.12053], [2.06729, 0.08058, 4.35388], [1.47137, -1.00850, 3.08275], [0.42557, 0.28602, 3.69951], [-2.22926, 1.53044, -1.21086], [-2.87245, 0.50489, -0.73596], [-4.12858, 0.35758, -1.01889], [-4.82656, 1.35107, -1.76726], [-5.37786, 2.14966, -2.37951], [-4.78533, -0.80163, -0.50132], [-5.26355, -1.75737, -0.08173]], "forces_ev_per_angstrom": [[-0.6, 0.4, 0.8], [-0.2, -0.2, -0.7], [0.1, 0.2, 0.1], [0.0, 0.1, -0.2], [0.0, 0.0, 0.1], [0.3, 0.1, 0.8], [-0.2, 0.4, -0.8], [-0.2, -0.5, 0.5], [0.0, 0.1, -0.2], [0.3, 0.0, -0.3], [0.1, -0.2, 0.0], [0.0, 0.1, -0.1], [0.1, 0.0, 0.0], [0.0, 0.0, 0.0], [0.0, -0.1, 0.1], [0.0, 0.0, 0.1], [0.0, 0.0, 0.0], [0.0, 0.0, 0.0], [0.0, 0.0, 0.0], [0.0, 0.0, 0.0], [-0.1, 0.0, 0.0], [0.0, 0.0, 0.0], [0.0, 0.1, 0.1], [-0.1, -0.5, 0.4], [0.0, 0.0, 0.0], [0.0, 0.0, 0.0], [0.0, 0.0, 0.0], [0.0, 0.0, 0.0], [0.0, 0.0, 0.0], [0.0, 0.0, 0.0], [0.0, 0.0, 0.0], [0.0, 0.0, 0.0], [0.4, -0.1, 0.2], [0.0, 0.4, -1.6], [0.1, -0.3, 0.7], [0.0, 0.1, 0.0], [0.0, 0.0, 0.0], [0.0, -0.1, -0.1], [0.0, 0.0, 0.0]]}